No. 1
A molecular structure, C15H28F2IrN4O4PS. Source: the Open Molecules 2025 dataset; level of theory: wB97M-V/def2-TZVPD.

- LUMO energy (alpha / beta): -5.361 / -7.574 eV
- ⟨S²⟩: 6.008
- DFT total energy: -58542.2981 eV
- Multiplicity: 5
- Total charge: +2
- E_HOMO (alpha / beta): -13.378 / -14.563 eV

The geometry in XYZ format:
```
56
Properties=species:S:1:pos:R:3:forces:R:3
Ir 0.0935 0.0542 0.1078 0.17 0.17 -0.13
N -0.9436 -1.2536 3.9813 0.05 0.09 -0.16
C -0.5515 -0.0061 4.4129 -0.02 0.01 0.06
C -0.1648 0.6794 3.3055 -0.03 0.04 0.03
N -0.3163 -0.1335 2.2098 -0.06 -0.18 0.23
C -0.7863 -1.2923 2.6477 0.02 -0.06 -0.11
C -1.0273 -2.3456 1.6782 0.03 0.13 0.00
N -0.6743 -2.1375 0.4176 -0.11 -0.22 0.16
C -1.0520 -3.2603 -0.2767 0.06 -0.01 -0.05
C -1.6304 -4.1440 0.5787 -0.03 -0.09 0.06
N -1.6076 -3.5502 1.8187 0.07 0.10 -0.13
H -1.2712 -1.9956 4.5786 -0.01 -0.01 0.00
H -0.5904 0.2700 5.4511 0.02 0.03 0.01
H 0.1945 1.6882 3.2176 0.01 0.02 0.01
H -0.8738 -3.3718 -1.3313 -0.01 0.00 -0.03
H -2.0446 -5.1249 0.4309 0.00 -0.02 -0.05
H -1.9858 -3.9544 2.6602 0.00 0.00 0.01
C -1.1280 4.5895 0.5915 0.01 0.05 -0.08
S -1.3159 3.1930 -0.5051 0.03 -0.03 0.16
C -3.0987 3.1477 -0.5906 0.05 0.07 0.01
O -0.9412 2.0014 0.4140 -0.04 0.12 -0.12
H -1.4785 5.4794 0.0695 -0.01 0.01 -0.01
H -0.0679 4.6983 0.8077 0.01 0.00 -0.01
H -1.6940 4.4283 1.5062 -0.03 -0.06 0.00
H -3.4326 4.0818 -1.0425 0.00 -0.01 -0.02
H -3.5035 3.0383 0.4136 0.02 -0.01 0.02
H -3.3838 2.3130 -1.2228 0.00 -0.05 -0.03
F -1.4329 0.9600 -2.3698 0.09 -0.01 0.06
C -1.4769 -0.1570 -1.6162 -0.12 0.05 -0.05
F -2.7377 -0.3444 -1.2126 0.00 -0.06 0.09
H -1.1000 -1.0075 -2.1903 -0.03 -0.04 -0.03
C 4.9882 -2.0307 0.3206 -0.02 -0.08 0.07
C 3.5419 -1.6586 0.1356 -0.03 0.20 -0.02
O 3.4831 -0.2414 -0.2433 -0.11 -0.01 -0.18
P 2.1979 0.3402 -0.9548 -0.21 -0.16 0.03
O 2.5834 1.8307 -1.2471 0.05 0.00 0.02
C 3.4057 2.6680 -0.3759 0.04 -0.01 -0.11
C 2.7993 2.8095 0.9974 0.01 0.08 0.07
O 1.9670 -0.3141 -2.3633 0.12 0.06 0.15
C 2.7892 -0.0434 -3.5655 -0.16 0.01 0.04
C 4.1660 -0.6398 -3.4498 0.06 -0.02 -0.03
H 5.0492 -3.0678 0.6509 0.01 -0.01 -0.01
H 5.4608 -1.4068 1.0771 -0.02 0.03 0.01
H 5.5417 -1.9370 -0.6110 0.00 0.02 -0.04
H 2.9654 -1.7618 1.0575 0.03 -0.06 -0.01
H 3.0678 -2.2407 -0.6569 0.03 -0.04 0.03
H 3.4484 3.6184 -0.9026 0.02 -0.02 0.04
H 4.4032 2.2322 -0.3484 -0.02 0.02 0.05
H 1.7710 3.1688 0.9317 0.01 -0.01 0.00
H 3.3780 3.5318 1.5730 0.00 0.01 0.00
H 2.8141 1.8674 1.5476 0.00 -0.05 -0.02
H 2.8013 1.0361 -3.7013 0.05 -0.02 -0.03
H 2.2095 -0.4984 -4.3643 0.04 0.02 0.00
H 4.7575 -0.1605 -2.6706 -0.01 0.01 0.01
H 4.6871 -0.4985 -4.3972 0.00 0.01 0.00
H 4.1157 -1.7116 -3.2575 -0.01 -0.01 0.01
```
Positions in Å, forces in eV/Å.

No. 2
14 unconnected molecules or ions with the total composition H28O14. Source: the Open Molecules 2025 dataset; level of theory: wB97M-V/def2-TZVPD.

- LUMO energy: -0.003 eV
- DFT total energy: -29120.1729 eV
- Total charge: 0
- E_HOMO: -10.566 eV

The geometry in XYZ format:
```
42
Properties=species:S:1:pos:R:3:forces:R:3
O 1.8393 -1.9880 0.0757 -0.33 0.38 0.35
H 2.2512 -2.8399 -0.0781 0.18 -0.03 -0.15
H 1.0571 -1.9584 -0.5085 0.43 -0.07 0.08
O -0.2387 -2.5792 -1.6223 0.53 -1.43 0.67
H -0.1605 -2.3731 -2.5376 -0.14 0.97 -1.31
H 0.2884 -3.4023 -1.6203 -0.46 0.18 0.30
O 2.3712 1.4573 -0.3458 -1.31 0.41 0.83
H 2.1636 2.0070 0.4238 -0.63 0.06 -0.44
H 3.2953 1.4105 -0.3259 2.35 -0.30 -0.16
O -1.2003 -0.7689 4.0098 -0.05 -0.14 -0.33
H -1.6105 -0.3514 3.2388 0.67 0.67 -0.33
H -2.0199 -1.1017 4.3580 -0.25 -0.74 1.03
O 0.0855 2.8080 2.9160 1.20 1.57 0.02
H 1.0526 2.9705 2.7292 -1.75 -0.73 0.47
H -0.0943 1.8708 2.8478 0.56 -0.48 -0.15
O 0.8778 0.2802 2.1596 -0.15 1.21 -0.64
H 0.6567 -0.4655 2.6842 -0.26 -1.26 0.95
H 1.6620 0.0724 1.6614 0.48 -0.49 -0.35
O -0.6408 0.0692 -0.3013 -2.40 0.42 -0.48
H 0.0967 -0.0652 -0.8570 1.59 -0.37 -1.28
H -0.3827 -0.0175 0.5931 0.53 -0.30 1.82
O -2.0844 0.8946 2.1253 -0.30 0.12 -0.09
H -2.7935 0.4159 1.6974 -0.21 -0.30 -0.54
H -2.5042 1.7290 2.3497 0.18 0.34 0.14
O -0.3498 2.7902 0.1451 0.37 -0.55 -2.60
H -0.3595 3.1270 1.0133 -0.12 0.02 1.89
H -0.3632 1.8093 0.1040 -0.35 0.87 0.45
O -1.3297 1.3823 -3.5856 -0.27 -1.25 0.09
H -0.7530 2.0999 -3.3545 -0.13 0.71 0.51
H -1.8570 1.0605 -2.8003 0.42 1.09 -0.94
O -3.0813 0.5706 -1.6423 0.68 0.23 0.27
H -2.2144 0.2524 -1.2943 -0.80 -0.25 0.37
H -3.5526 -0.1542 -2.0539 0.12 -0.33 0.01
O 3.0583 -1.6292 -2.7114 0.13 0.36 -0.41
H 2.3662 -0.9698 -2.4525 0.69 -0.70 -0.85
H 3.4447 -1.3284 -3.5621 -0.59 -0.16 0.90
O 1.1477 0.2152 -2.2852 1.69 -1.52 1.42
H 0.6157 0.8436 -2.7243 -0.89 1.26 -0.81
H 1.7680 0.6153 -1.6123 -1.17 0.41 -0.84
O -1.1915 -3.0082 1.1018 -1.13 -0.55 1.32
H -0.8194 -2.7460 0.2856 0.59 0.57 -1.32
H -0.4969 -3.0047 1.7562 0.33 0.09 0.13
```
Positions in Å, forces in eV/Å.

Taking the records one at a time from the top gives energy above the lowest of the compared OMol25 structures with the same formula, charge and spin values of 5.8; 34.1 kcal per mole.